An isolated molecule of C26H31N3O. Source: the OMol25 dataset; level of theory: wB97M-V/def2-TZVPD.

E in eV: -33982.7897
LUMO in eV: 0.862
Spin multiplicity: 1
M in g mol⁻¹: 401.6
Frontier orbital gap in eV: 7.9
Energy above the lowest of the compared OMol25 structures with the same formula, charge and spin in kcal per mole: 30.38
SMILES: CCOc1ccc(CNc2ccc(N3CCN(Cc4ccccc4)CC3)cc2)cc1

Geometry as XYZ:
```
61
Properties=species:S:1:pos:R:3:nbo_charge:R:1
C -6.366 -3.995 0.546 -0.64
C -7.411 -3.182 -0.214 -0.06
O -6.834 -2.246 -1.099 -0.51
C -6.280 -1.100 -0.610 0.37
C -6.339 -0.666 0.709 -0.33
C -5.746 0.532 1.070 -0.19
C -5.090 1.322 0.140 -0.08
C -4.460 2.635 0.546 -0.23
N -3.307 2.963 -0.259 -0.60
C -2.083 2.347 -0.061 0.14
C -0.927 2.932 -0.573 -0.25
C 0.306 2.326 -0.440 -0.23
C 0.435 1.099 0.209 0.13
N 1.651 0.410 0.315 -0.45
C 2.777 0.847 -0.477 -0.22
C 3.781 -0.300 -0.581 -0.23
N 4.229 -0.693 0.742 -0.44
C 5.276 -1.697 0.679 -0.25
C 6.539 -1.128 0.091 0.06
C 7.264 -1.822 -0.867 -0.24
C 8.432 -1.289 -1.387 -0.21
C 8.881 -0.052 -0.959 -0.22
C 8.159 0.649 -0.007 -0.19
C 6.998 0.113 0.517 -0.24
C 3.089 -1.130 1.524 -0.22
C 2.090 0.017 1.638 -0.21
C -0.726 0.512 0.713 -0.22
C -1.958 1.119 0.591 -0.22
C -5.040 0.888 -1.179 -0.18
C -5.622 -0.304 -1.550 -0.27
H -5.714 -4.505 -0.159 0.22
H -6.859 -4.735 1.171 0.21
H -5.754 -3.351 1.173 0.21
H -8.101 -2.688 0.481 0.17
H -7.994 -3.843 -0.862 0.19
H -6.840 -1.245 1.470 0.21
H -5.797 0.851 2.103 0.21
H -5.200 3.431 0.407 0.21
H -4.209 2.599 1.618 0.18
H -3.235 3.930 -0.536 0.38
H -0.998 3.885 -1.080 0.20
H 1.174 2.829 -0.839 0.21
H 2.432 1.105 -1.480 0.21
H 3.283 1.720 -0.031 0.17
H 4.649 0.024 -1.160 0.21
H 3.303 -1.146 -1.107 0.17
H 5.482 -2.023 1.705 0.21
H 4.960 -2.586 0.103 0.17
H 6.915 -2.787 -1.208 0.21
H 8.989 -1.840 -2.131 0.21
H 9.790 0.365 -1.367 0.21
H 8.506 1.616 0.329 0.21
H 6.424 0.652 1.255 0.23
H 3.434 -1.415 2.522 0.20
H 2.589 -2.002 1.063 0.17
H 1.234 -0.294 2.236 0.21
H 2.586 0.861 2.149 0.17
H -0.667 -0.450 1.200 0.21
H -2.831 0.624 0.984 0.21
H -4.525 1.489 -1.913 0.23
H -5.583 -0.649 -2.571 0.22
```